Below is a 2-piece molecular cluster, H4O2 overall, with properties calculated with ωB97M-V with the def2-TZVPD basis set.

Geometry as XYZ:
```
6
Properties=species:S:1:pos:R:3:forces:R:3:lowdin_charge:R:1
O 1.39234 0.21370 -0.67901 -1.10 0.65 -0.22 -0.120
O -0.92029 -0.16305 0.14575 0.16 -0.04 -0.32 -0.017
H -1.74604 -0.48627 -0.20336 -0.54 0.07 0.58 0.074
H -0.89413 0.12456 1.05488 -0.89 -0.14 0.29 0.071
H 0.39836 0.31423 -0.48859 2.15 -0.42 -0.57 -0.012
H 1.76977 -0.00317 0.17033 0.22 -0.12 0.25 0.004
```
Positions in Å, forces in eV/Å.

Values from the calculation:
Gap between HOMO and LUMO   10.794 eV
SMILES   O.O
Energy above the lowest of the compared OMol25 structures with the same formula, charge and spin   0.4558 eV
HOMO   -10.290 eV



Below is one molecule with the formula C4H8N2O, with properties calculated with ωB97M-V with the def2-TZVPD basis set.

Geometry as XYZ:
```
15
Properties=species:S:1:pos:R:3:forces:R:3:lowdin_charge:R:1
O 2.08987 -1.19793 -0.09763 0.11 2.73 1.48 -0.070
N 1.73878 1.32680 0.01492 0.49 -3.61 -1.25 0.125
N 0.82531 -0.71498 -0.51131 0.45 -0.20 -0.63 -0.150
C 0.71297 0.61827 -0.31869 -0.87 2.62 1.35 -0.397
C -0.79708 1.09295 -0.12073 0.69 -0.90 -1.46 -0.052
C -1.47765 -0.39399 -0.04786 1.41 3.09 -4.51 -0.164
C -0.33531 -1.30796 0.10477 0.19 -3.39 3.84 -0.224
H -0.61153 -2.40297 -0.19849 0.89 2.06 0.23 0.158
H -1.14141 1.78226 -1.03581 0.59 -1.72 2.12 0.144
H -1.61215 -0.57248 -1.14213 -1.23 0.42 0.54 0.116
H 2.47849 -0.28045 0.44469 -1.26 -2.60 -1.94 0.171
H -2.38406 -0.46652 0.47906 -0.73 -0.47 0.87 0.092
H -0.81623 1.69105 0.81461 -0.15 -0.47 -0.57 0.100
H 1.45366 2.15543 0.39145 -0.73 2.97 0.86 0.010
H -0.12366 -1.32947 1.22317 0.17 -0.51 -0.94 0.140
```
Positions in Å, forces in eV/Å.

Values from the calculation:
Gap between HOMO and LUMO   10.025 eV
SMILES   [H]/N=C1\CCCN1O
Energy above the lowest of the compared OMol25 structures with the same formula, charge and spin   4.1374 eV
HOMO   -9.149 eV



Below is an isolated ion of composition C4H8IN2 and charge +1, with properties calculated with ωB97M-V with the def2-TZVPD basis set.

Geometry as XYZ:
```
15
Properties=species:S:1:pos:R:3:forces:R:3:lowdin_charge:R:1
I -0.39459 -3.26737 0.85621 0.18 1.65 0.62 0.876
N -0.80426 -0.19846 1.27105 -0.71 4.20 1.80 -0.103
N 1.45562 -0.28320 0.08583 -1.92 -1.08 1.90 0.254
C 0.53816 0.27412 -0.56300 2.20 1.15 -1.26 -0.419
C 0.99003 1.17270 -1.79931 -1.26 0.28 0.79 0.006
C 0.05157 -1.26255 1.60597 2.01 -2.34 -2.68 -0.523
C -0.87299 0.06212 -0.18918 -0.92 0.26 0.14 -0.117
H -1.21407 -0.87723 -0.58868 -0.37 -0.28 -0.67 0.085
H -1.58914 0.87401 -0.40385 0.42 -0.32 0.10 0.156
H 1.66372 2.01186 -1.50161 -0.42 -0.93 0.13 0.095
H 0.07522 1.68756 -2.25726 1.33 -1.16 0.25 0.104
H 0.54994 -1.29599 2.56054 -0.16 0.41 0.15 0.058
H -1.77414 0.02443 1.66861 1.12 -1.45 -0.18 0.227
H 1.54642 0.45903 -2.41642 -0.38 0.59 -0.41 0.085
H -0.22149 0.61898 1.67110 -1.12 -0.97 -0.67 0.216
```
Positions in Å, forces in eV/Å.

Values from the calculation:
Gap between HOMO and LUMO (alpha / beta)   8.143 / 8.126 eV
Charge   +1
Energy above the lowest of the compared OMol25 structures with the same formula, charge and spin   4.5000 eV
HOMO (alpha / beta)   -13.146 / -13.264 eV



Below is C40H44N6O2PtS as an isolated structure, with properties calculated with ωB97M-V with the def2-TZVPD basis set.

Geometry as XYZ:
```
94
Properties=species:S:1:pos:R:3:forces:R:3:lowdin_charge:R:1
Pt 0.26048 -0.40017 -0.34538 -0.29 0.27 0.37 1.127
S -0.45396 0.15570 1.86375 0.01 0.07 -0.25 0.669
O 0.87870 1.50789 -0.41580 -0.24 -0.36 0.17 -0.290
O 1.50599 3.50880 -1.07168 -0.02 -0.20 0.14 0.106
N -2.18137 -7.24407 -7.53270 0.08 0.06 0.10 0.192
N -0.41276 -2.23013 -0.27974 0.23 0.56 0.16 -0.129
N 2.04850 0.69371 2.54941 0.23 0.15 -0.02 0.055
N 0.95471 -0.78699 -2.17914 -0.17 -0.39 -0.24 -0.092
N -2.17066 1.79225 -0.67233 -0.35 0.18 0.07 0.163
N 0.57147 2.49293 2.64263 -0.01 0.25 -0.15 0.061
C -0.29969 -5.28599 -3.53380 0.15 0.08 0.08 -0.020
C 3.20031 1.16170 3.34365 0.14 -0.03 0.05 -0.148
C -0.44918 2.77800 -2.09965 -0.02 -0.22 0.42 -0.050
C -5.49607 -1.73192 -1.89828 0.01 0.03 0.05 -0.024
C -3.79061 0.05593 -1.37346 0.03 0.04 0.00 -0.123
C -1.76215 -6.55636 -6.71312 -0.03 -0.12 -0.11 -0.164
C 4.86618 0.62827 1.48685 0.06 0.10 0.10 -0.250
C -0.77220 4.60384 4.60726 0.10 0.07 -0.02 -0.103
C 4.43892 0.37757 2.93548 -0.07 0.03 -0.19 -0.185
C 1.47265 3.66186 2.62499 0.09 0.06 0.28 -0.148
C -1.01205 -3.42486 -4.87496 -0.01 0.04 0.11 -0.024
C 2.23825 -0.50175 -4.06069 -0.12 0.04 0.20 -0.025
C 1.70765 4.28778 4.00137 -0.08 0.05 -0.11 -0.189
C -1.34225 -4.22659 -0.77843 0.10 0.00 -0.45 0.064
C -1.42037 -4.29080 -5.87019 0.00 -0.05 0.00 0.000
C 5.34009 2.05977 1.23798 -0.05 -0.10 0.01 -0.088
C -3.16673 -0.23702 -2.70945 0.05 0.09 0.07 -0.015
C -1.05417 -2.77312 0.86979 -0.38 -0.60 0.33 -0.116
C -4.89034 -0.70736 -0.97537 -0.03 0.05 0.00 -0.200
C 0.72167 2.58753 -1.13600 0.07 0.42 -0.33 -0.580
C -3.81574 1.11732 0.86121 -0.02 -0.01 0.09 -0.010
C -0.47087 -3.90724 -3.67663 -0.02 -0.07 -0.14 -0.189
C -1.79602 2.43886 -1.84686 0.15 0.04 -0.37 -0.178
C -2.80139 2.85924 -2.73145 -0.08 -0.24 0.20 -0.003
C -0.15368 3.46635 -3.26553 -0.03 -0.05 -0.11 0.009
C 0.86226 1.23602 2.38043 -0.01 -0.34 0.04 -0.694
C -5.42767 -0.54548 0.30330 0.00 0.01 -0.07 0.025
C -0.57293 -3.11728 -1.29985 -0.16 -0.29 -0.22 -0.211
C -3.27220 1.00803 -0.44165 0.21 -0.12 -0.06 -0.184
C -4.88930 0.35615 1.22375 -0.07 0.03 0.06 -0.029
C 1.52272 -1.67677 -4.17746 0.10 -0.13 -0.23 0.058
C -1.61782 -3.97547 0.57361 0.16 0.45 0.30 -0.025
C -2.47883 3.53695 -3.88371 0.03 0.07 -0.16 -0.031
C 0.60284 5.25192 4.43583 -0.04 -0.14 0.06 -0.246
C -1.14783 3.81982 -4.16994 0.02 -0.04 0.05 -0.012
C -0.69732 -6.16106 -4.52899 0.00 -0.07 -0.02 0.005
C 0.71865 -1.83126 -2.96730 0.22 0.41 0.26 -0.201
C -0.10757 -2.94811 -2.61453 -0.25 -0.13 0.12 -0.056
C -1.28047 -5.66817 -5.69183 -0.04 0.16 0.00 -0.208
C 1.90516 0.03079 -2.82924 0.40 0.26 -0.33 -0.039
H -1.85506 -3.91293 -6.78575 -0.01 0.00 0.02 0.130
H -6.28423 -1.14550 0.58524 0.02 0.01 0.02 0.130
H 3.36601 2.22206 3.19630 0.01 -0.07 0.03 0.090
H 0.90225 5.69954 5.38445 -0.01 0.02 -0.02 0.114
H -2.10549 0.00152 -2.74026 0.09 0.06 0.04 0.071
H -5.70085 -1.31777 -2.88582 0.01 0.00 0.01 0.097
H -6.43221 -2.10584 -1.48959 0.01 -0.01 -0.01 0.090
H -3.29079 -1.29217 -2.94350 0.07 -0.02 -0.01 0.075
H -1.13465 -2.35671 -5.01870 -0.02 -0.01 0.00 0.122
H 2.97361 1.00072 4.39972 -0.05 0.00 0.00 0.138
H 4.51527 2.77669 1.26213 0.03 0.00 -0.01 0.059
H -2.15835 -4.60900 1.25795 0.01 0.00 -0.03 0.125
H 4.03799 0.39491 0.80821 0.03 -0.05 -0.03 0.092
H 5.81131 2.14327 0.25903 -0.03 0.04 0.01 0.079
H -3.26263 3.87560 -4.54794 0.00 -0.02 0.01 0.125
H -1.70826 2.10624 0.17549 0.21 -0.21 -0.02 0.121
H 1.82308 3.49640 4.74783 0.06 0.01 -0.02 0.114
H 0.87641 3.73566 -3.45210 -0.01 0.04 0.02 0.133
H 0.19458 -5.67563 -2.65221 -0.05 -0.02 0.01 0.127
H 2.31299 0.90511 -2.34796 -0.10 -0.02 0.09 0.118
H -1.65080 -5.09180 -1.34011 0.00 0.04 -0.06 0.120
H 1.57969 -2.39350 -4.98136 -0.09 -0.01 0.03 0.130
H -0.88653 4.35018 -5.07559 0.00 0.01 0.01 0.125
H -0.54963 -7.22627 -4.41241 -0.02 0.01 0.01 0.133
H -3.39987 1.84526 1.54784 0.03 -0.05 -0.03 0.119
H 4.25919 -0.69062 3.09697 0.01 0.02 0.05 0.118
H 5.24810 0.66703 3.60774 0.00 -0.05 0.04 0.126
H 2.65052 4.83727 3.95811 0.02 -0.04 0.02 0.123
H -5.32868 0.46065 2.20653 0.01 -0.01 -0.02 0.126
H 2.39828 3.36291 2.14473 -0.08 0.00 -0.11 0.096
H 2.94174 -0.08865 -4.76451 -0.01 -0.02 0.04 0.124
H -4.82439 -2.58447 -2.02949 -0.04 0.00 -0.01 0.091
H -3.83625 2.69537 -2.45745 0.00 -0.04 -0.03 0.134
H 2.11348 -0.27336 2.27157 -0.07 -0.06 -0.04 0.122
H -1.23977 4.37762 3.64172 -0.01 -0.01 0.03 0.056
H -0.41071 2.70735 2.68001 -0.08 -0.05 -0.11 0.102
H -0.70691 3.68392 5.19377 -0.03 0.01 -0.01 0.080
H 0.53520 6.06774 3.71158 0.02 0.03 0.04 0.114
H 1.01813 4.39282 1.95681 -0.08 0.00 -0.06 0.134
H 6.07553 2.35946 1.98724 0.00 0.01 -0.03 0.085
H -1.45020 5.28004 5.12657 -0.03 -0.03 -0.04 0.081
H 5.67429 -0.06487 1.24884 -0.02 -0.01 -0.02 0.113
H -1.04066 -2.26184 1.81603 0.11 0.09 -0.10 0.044
H -3.65199 0.32674 -3.50868 0.00 0.01 -0.02 0.104
```
Positions in Å, forces in eV/Å.

Values from the calculation:
Gap between HOMO and LUMO (alpha / beta)   7.181 / 5.178 eV
Charge   +2
Energy above the lowest of the compared OMol25 structures with the same formula, charge and spin   0.0204 eV
2S+1   5
HOMO (alpha / beta)   -12.216 / -13.837 eV



Below is one molecule with the formula C4H12P2S3, with properties calculated with ωB97M-V with the def2-TZVPD basis set.

Geometry as XYZ:
```
21
Properties=species:S:1:pos:R:3:forces:R:3:lowdin_charge:R:1
S -1.87754 -1.50475 1.37021 -0.44 0.09 -0.67 0.202
S 1.89691 -1.74285 -1.34243 -0.13 1.02 1.41 0.144
S 0.04360 0.94036 -0.04228 -0.24 -0.43 -0.31 0.351
P 1.65147 -0.48228 0.19525 -0.63 -1.40 -0.02 0.006
P -1.68518 -0.35864 -0.19728 -1.26 1.07 0.78 0.036
C -3.05446 0.95021 -0.36929 1.63 1.24 2.88 -0.280
C 2.96785 0.69293 0.43946 1.92 0.99 0.69 -0.342
C -1.72604 -1.06875 -1.83408 -1.98 1.06 0.67 -0.280
C 1.35157 -1.17470 1.85006 -0.83 -0.29 1.43 -0.352
H 1.08918 -0.30245 2.59477 0.67 -1.78 -1.40 0.092
H -4.04961 0.55186 -0.53319 0.16 -0.23 -0.82 0.036
H -3.17985 1.38155 0.70711 0.48 -0.67 -1.68 0.067
H -2.67427 1.81751 -0.97445 -0.79 -1.02 0.10 0.045
H 0.50713 -1.91105 1.84835 0.50 1.09 -0.24 -0.041
H 2.17292 -1.84207 2.19971 0.02 1.02 -0.31 0.056
H 2.69035 1.60599 1.06792 0.05 -1.06 -1.31 0.068
H -0.90456 -1.62534 -2.00327 2.89 -2.08 -0.46 -0.052
H 3.92486 0.32166 0.95693 -1.62 -0.14 -0.78 0.085
H 3.25458 0.86364 -0.61621 0.03 0.78 0.62 0.036
H -2.60836 -1.70638 -1.92674 -0.07 0.34 -0.04 0.071
H -1.68537 -0.24348 -2.51747 -0.37 0.40 -0.55 0.052
```
Positions in Å, forces in eV/Å.

Values from the calculation:
Gap between HOMO and LUMO   9.204 eV
SMILES   CP(C)(=S)SP(C)(C)=S
HOMO   -8.728 eV



Below is C20H43O2P3Y as an isolated structure, with properties calculated with ωB97M-V with the def2-TZVPD basis set.

Geometry as XYZ:
```
69
Properties=species:S:1:pos:R:3:forces:R:3:lowdin_charge:R:1
Y 0.11999 0.20676 0.25976 0.48 1.19 -3.35 1.186
P 0.57691 -1.18838 2.84196 3.40 -0.99 2.33 0.831
P -0.46635 -1.73607 -1.68092 -0.14 -1.14 -1.62 0.725
P -2.84545 -0.00984 0.53138 -1.44 -0.04 0.20 0.732
O -0.35151 2.21767 0.59500 -1.26 2.20 0.87 -0.187
O 2.10360 0.38534 -0.26732 -1.56 -0.49 2.43 -0.318
C -3.70630 -1.49173 1.18459 0.27 -0.22 0.06 -0.260
C 4.58599 -0.89564 -2.44527 -0.01 0.40 0.17 -0.058
C 1.34059 3.28374 -3.48759 -0.38 -0.17 0.46 -0.067
C 3.52572 -0.16850 -1.95391 -0.30 -0.37 1.34 -0.056
C 0.93426 -2.82588 -2.12528 0.34 0.04 0.36 -0.246
C 5.43050 -1.22392 -0.15949 -0.14 0.10 -0.49 -0.056
C 4.32370 -0.55903 0.37126 -1.28 0.43 -0.94 -0.030
C 2.38857 -1.33656 3.17858 -0.98 0.04 -0.01 -0.152
C -3.66340 1.26813 1.56336 0.25 0.15 0.25 -0.259
C -0.11488 -0.32224 4.19445 -0.97 0.99 0.39 -0.166
C -0.78742 -0.94921 -3.30804 0.03 0.52 0.09 -0.237
C 3.34789 -0.10538 -0.56136 0.66 -0.08 -0.77 -0.349
C -1.80696 -2.98498 -1.62131 -0.16 -0.03 0.43 -0.262
C -0.89980 3.77314 2.31773 -0.43 0.09 0.54 0.028
C -0.91431 3.31717 0.91549 1.06 -0.98 -0.63 -0.372
C -1.52572 4.16924 -0.11961 -0.73 0.27 -0.10 0.025
C -0.06825 -2.81102 2.80067 -0.98 -0.96 -0.85 -0.158
C 5.52360 -1.41347 -1.54513 0.35 -0.15 -0.24 -0.057
C 0.00940 3.35529 -3.62482 0.15 -0.74 0.49 -0.086
C -3.77754 0.27204 -1.02667 0.36 0.06 -0.31 -0.242
H -2.79852 -2.53645 -1.75128 0.24 -0.11 0.02 0.035
H -0.55476 2.63021 -4.23802 0.41 0.70 0.03 0.053
H -0.17254 -0.04369 -3.41390 -0.13 -0.23 -0.12 0.036
H -1.78259 -3.50035 -0.65296 -0.07 -0.04 -0.23 0.040
H 0.24902 0.70330 4.30418 0.08 -0.16 -0.02 0.088
H -3.24976 1.24963 2.57927 -0.18 0.07 -0.11 0.042
H -0.53163 -1.65098 -4.11311 -0.10 0.15 0.24 0.075
H -3.37579 -1.67943 2.21442 -0.18 -0.02 -0.14 0.036
H -3.51842 2.27306 1.14640 -0.06 -0.21 0.07 0.043
H -1.70824 4.49930 2.47556 0.34 -0.18 0.10 0.115
H 2.70698 0.29442 -2.51199 0.54 -0.27 -0.31 0.108
H -4.79385 -1.32539 1.18690 0.35 -0.05 -0.01 0.075
H -2.06997 3.58181 -0.87585 0.39 0.11 0.17 0.103
H 4.18866 -0.38577 1.44278 0.20 -0.05 -0.49 0.083
H 0.18517 -3.23191 3.78397 0.04 0.10 -0.09 0.111
H -1.64825 -3.73044 -2.41263 -0.03 0.27 0.17 0.074
H -4.74308 1.06261 1.61708 0.35 0.09 -0.04 0.075
H 0.37382 -3.44306 2.02584 0.06 0.09 0.09 0.091
H -1.01859 2.93939 3.02787 0.18 0.23 -0.30 0.094
H -3.49300 1.24594 -1.44622 -0.11 -0.21 0.01 0.051
H -0.75158 4.75970 -0.63701 -0.03 -0.22 0.14 0.132
H 1.81760 -2.23796 -2.40235 -0.15 -0.11 0.09 0.038
H 2.39697 -1.75280 4.17122 0.73 -0.27 0.45 0.072
H 1.94787 2.55920 -4.04325 -0.29 0.38 0.12 0.055
H 6.36788 -1.95131 -1.96654 -0.06 0.03 0.24 0.118
H -0.59598 4.04697 -3.02440 0.32 -0.14 -0.44 0.030
H 4.63179 -1.00180 -3.52088 0.53 -0.24 0.03 0.121
H -3.47775 -2.37619 0.57857 -0.11 0.17 0.16 0.030
H -2.22017 4.87778 0.35268 0.25 -0.14 -0.27 0.114
H -1.84161 -0.66091 -3.39941 0.23 -0.05 -0.01 0.045
H 6.21748 -1.59486 0.49979 -0.25 0.11 -0.25 0.122
H -1.20995 -0.31518 4.15216 0.15 0.01 0.07 0.077
H -1.15866 -2.82082 2.69221 0.15 -0.03 0.03 0.068
H -3.55672 -0.50058 -1.77232 -0.11 0.21 0.16 0.022
H 0.19502 -0.90699 5.07202 -0.03 0.09 -0.09 0.105
H -4.85872 0.27727 -0.82499 0.34 -0.03 0.04 0.079
H 2.83966 -1.97611 2.41329 -0.03 -0.07 0.25 0.080
H 0.64030 -3.46859 -2.96716 0.05 0.21 0.25 0.072
H 0.05461 4.28170 2.53536 -0.16 -0.11 -0.15 0.139
H 2.85288 -0.34395 3.12103 -0.16 -0.23 0.26 0.080
H 1.87567 3.90334 -2.75037 -0.24 -0.12 -0.64 0.060
H 1.19481 -3.45772 -1.26677 0.04 0.03 -0.23 0.052
H 1.11116 -0.51902 1.77130 -0.10 0.15 -0.37 -0.050
```
Positions in Å, forces in eV/Å.

Values from the calculation:
Gap between HOMO and LUMO   4.887 eV
Charge   +3
Energy above the lowest of the compared OMol25 structures with the same formula, charge and spin   1.2088 eV
HOMO   -15.596 eV



| no. | E_tot (eV) |
| --- | --- |
| 1 | -4159.48310 |
| 2 | -9302.25580 |
| 3 | -15347.60638 |
| 4 | -69296.04344 |
| 5 | -55427.72494 |
| 6 | -54416.05501 |